The following is a DFT calculation (ωB97M-V with the def2-TZVPD basis set) of a 16-piece molecular cluster, C38H92F16O30 overall.

Properties
E_HOMO	-0.354	Ha
LUMO energy	0.12	eV
HOMO-LUMO gap	0.3587	hartree

Each line ends with the Mulliken charge.
Atoms and positions in Å:
C1 2.617 2.507 4.822  -0.3615
H1 -0.760 -2.986 -6.316  0.4910
H2 5.483 -6.769 -0.454  0.3336
C2 -0.756 -2.844 -5.267  -0.7153
H3 -2.049 -2.376 -1.929  -0.5624
F1 -1.719 -3.164 3.821  -0.0896
F2 -7.318 -3.912 1.147  -0.3203
H4 -1.385 -2.023 -5.134  0.2804
H5 1.223 3.173 -0.388  -0.0761
H6 -2.003 4.521 4.121  0.2645
H7 2.473 5.476 -4.567  0.3593
H8 3.371 -2.728 -3.194  0.1453
C3 5.030 -6.044 0.287  -0.9600
F3 -3.500 -2.007 2.123  0.0365
H9 2.609 7.299 -2.258  0.4035
C4 1.344 -0.715 0.486  0.3179
C5 -0.215 -0.602 0.472  0.0293
F4 -0.567 -1.445 -0.606  -0.0531
F5 -3.980 -1.691 4.315  -0.3582
H10 1.155 0.090 -5.799  0.1956
H11 0.607 2.087 -5.252  0.4901
O1 -2.698 1.831 2.738  -0.3524
O2 -1.089 -4.201 -1.991  -0.8630
H12 0.299 7.088 -5.052  0.3573
H13 3.415 3.465 0.497  0.3266
O3 5.111 2.122 1.034  -0.3886
H14 5.496 -2.172 -4.320  0.5125
F6 -7.317 -6.699 0.557  -0.3083
H15 -5.791 -3.458 3.977  0.3754
O4 3.000 2.066 -2.960  -0.6928
O5 -4.414 6.580 -4.093  -0.5029
C6 -3.968 -2.585 3.267  0.8856
H16 5.445 -0.557 -3.685  0.1815
H17 0.614 2.813 6.546  0.3467
H18 3.962 -0.950 1.602  -0.1220
H19 2.708 -4.278 2.125  0.2246
C7 -0.424 -7.035 0.223  -0.3710
H20 4.343 -2.982 0.442  0.0249
H21 1.107 1.325 -2.792  -0.8955
H22 -2.369 -3.729 0.205  0.0962
H23 -0.968 0.751 4.509  0.1914
C8 0.570 -2.701 -4.622  -0.5434
C9 1.565 1.826 -4.855  -0.7847
C10 -6.479 -4.756 1.710  0.8470
H24 1.245 -2.120 -5.255  0.2639
H25 2.392 4.594 -1.783  0.2427
C11 1.694 5.125 -1.083  -0.6166
H26 1.775 0.907 5.852  0.3089
H27 0.234 -2.817 -2.777  -0.3394
O6 -4.124 6.688 -1.374  -0.4199
F7 -1.612 2.642 -1.365  -0.2533
F8 -3.535 1.663 -1.348  -0.3606
H28 -2.458 1.346 0.812  0.1412
O7 -3.667 -5.006 -0.548  -0.3659
C12 -2.345 -3.446 -1.908  0.5849
H29 0.891 -3.797 4.261  0.7191
H30 0.053 -7.418 2.139  0.5236
O8 0.432 -2.058 -3.337  0.2950
C13 -2.012 0.770 0.048  0.2086
C14 -1.673 0.691 -2.593  1.0013
H31 0.530 -6.519 0.099  0.2689
C15 2.686 -2.653 4.216  -0.7681
H32 -2.536 -0.234 0.059  -0.3463
H33 -5.275 8.095 -2.237  0.3350
H34 2.698 3.552 5.100  0.3284
H35 6.890 1.251 0.368  0.4517
C16 1.571 -3.427 3.506  0.6072
O9 -1.397 -6.640 -0.722  -0.5897
C17 -3.437 6.411 1.850  -0.5599
O10 -2.740 4.994 3.688  -0.5763
H36 -2.906 -3.692 -2.844  0.5901
H37 5.837 -5.691 0.924  0.3356
H38 -4.239 6.000 -0.749  0.1692
H39 -3.798 -2.986 -0.345  0.6165
F9 1.683 -2.021 0.718  0.5545
O11 2.713 4.032 0.887  -0.6213
H40 3.581 2.189 4.420  0.3179
O12 -0.762 -5.548 2.203  -0.1779
H41 4.406 -1.949 -2.010  -0.0394
F10 -2.308 -0.437 -2.814  -0.3017
H42 -2.980 -5.667 -0.671  0.5090
F11 -5.273 -6.775 1.144  -0.2398
C18 5.790 1.059 0.401  -0.4511
H43 3.611 -5.100 -0.856  0.2050
C19 -0.688 -6.846 1.693  -0.6863
H44 -5.818 5.242 -3.266  0.2394
H45 1.721 -0.304 -0.435  -0.6148
C20 1.553 4.140 0.092  0.4926
F12 -2.046 1.516 -3.601  -0.3271
H46 -0.323 -8.111 0.134  0.3906
H47 5.220 -4.431 -1.041  0.3348
O13 1.696 5.637 -5.113  -0.5394
H48 0.144 -5.125 2.326  0.0470
H49 2.329 -1.749 4.744  0.1796
C21 -5.535 6.324 -3.246  -0.2040
H50 3.978 -6.529 1.799  0.2990
O14 4.062 -6.817 0.925  -0.5137
O15 2.042 -4.532 2.782  -0.6078
H51 2.875 6.241 -0.171  0.3126
H52 3.480 -0.324 -4.936  0.2244
H53 3.173 1.754 6.652  0.3610
H54 -6.353 6.850 -3.716  0.2914
H55 1.007 -2.723 2.876  -0.6326
F13 -3.332 -4.324 4.663  -0.3721
C22 -6.187 -5.932 0.679  0.2927
H56 4.180 -3.086 3.036  0.2798
H57 0.613 6.282 -3.451  -0.0833
F14 -0.841 -1.183 1.535  -0.0808
C23 2.210 1.843 6.059  -0.5817
C24 -2.214 1.423 -1.309  0.9114
O16 1.677 2.260 3.753  -0.3814
H58 0.778 4.456 0.758  0.0682
O17 1.431 2.621 6.966  -0.5682
C25 -2.931 -3.663 3.545  0.3928
H59 -1.187 -5.726 -0.926  0.2233
H60 -1.737 5.098 1.992  -0.1482
H61 3.367 1.142 -3.032  0.2297
H62 -6.118 -2.415 2.630  0.5283
O18 1.656 0.394 -5.047  -0.3128
O19 -0.608 0.610 0.205  0.3351
H63 -1.823 1.523 5.920  0.3648
H64 2.443 2.346 -5.313  0.2732
H65 0.720 5.226 -1.505  0.3692
F15 -7.180 -5.258 2.810  -0.3205
O20 -0.896 2.842 4.601  -0.2752
H66 -5.918 -5.607 -0.297  0.2026
H67 -3.710 6.853 -3.489  0.3125
F16 1.858 0.078 1.459  -0.1144
H68 5.377 1.057 -0.661  0.0116
H69 -2.802 -4.376 2.766  -0.0064
H70 5.638 2.526 1.776  0.2528
H71 2.564 7.862 -5.043  0.3247
H72 6.411 -1.055 0.400  0.3423
H73 0.999 -3.689 -4.529  0.4508
H74 -3.440 0.704 4.339  0.3651
C26 1.057 6.649 -4.381  0.1050
C27 -5.405 -3.130 3.016  -1.3004
C28 -5.348 7.021 -1.983  -0.5622
H75 -0.595 0.493 -2.491  -0.6829
O21 4.218 -3.922 0.779  -0.2134
H76 -0.030 2.539 4.271  0.3123
H77 5.941 -0.349 2.004  0.2736
C29 4.785 -1.392 -4.096  -0.5977
C30 2.037 7.749 -4.108  -0.7096
H78 3.107 -3.326 4.963  0.3641
H79 1.277 3.101 -3.186  0.1104
O22 3.711 -2.283 3.231  -0.4106
H80 -4.170 7.033 2.438  0.3355
H81 -1.758 6.626 3.013  0.3578
H82 1.855 2.752 2.924  0.0835
C31 -2.349 5.783 2.633  0.1837
H83 -2.067 -4.380 -5.074  0.2450
H84 -3.530 2.493 4.461  0.3305
O23 4.414 -0.904 0.772  0.0695
C32 -3.071 -3.726 -0.601  -0.9199
H85 2.018 -1.089 -2.972  -0.3896
H86 -6.181 6.797 -1.380  0.3418
O24 -4.106 5.321 1.163  -0.5206
C33 3.845 -1.800 -2.943  -0.0451
H87 1.568 8.693 -3.949  0.3922
O25 4.078 -1.007 -5.242  -0.6277
H88 -3.080 7.041 1.085  0.3741
H89 -1.088 -4.531 -2.909  0.3179
H90 -2.531 2.773 2.581  0.0855
H91 -4.660 4.919 1.800  0.2545
O26 3.004 7.380 -3.154  -0.5125
O27 -1.283 -4.077 -4.685  -0.6277
O28 2.205 6.382 -0.805  -0.5977
C34 -2.927 1.616 4.103  -0.7156
C35 1.693 2.070 -3.445  1.1281
C36 -1.610 1.569 4.844  -0.1530
H92 -1.660 -7.352 1.965  0.2928
O29 -5.322 -4.147 2.021  -0.3240
O30 2.874 -0.868 -2.607  1.0769
C37 4.470 -4.827 -0.313  0.0696
C38 5.689 -0.353 0.900  -0.4730

The following is a DFT calculation (ωB97M-V with the def2-TZVPD basis set) of C29H31N9OPtS2 as an isolated structure.

Properties
charge	+2
E_HOMO	-0.424	Ha
LUMO energy	-7.10	eV
HOMO-LUMO gap	0.1629	hartree

Each line ends with the Mulliken charge.
Atoms and positions in Å:
C1 2.046 2.353 0.087  0.9340
C2 -2.555 0.601 1.828  0.1210
H1 -1.430 -2.801 0.362  0.7504
N1 2.650 -1.141 0.203  -1.2464
C3 -0.357 -2.963 0.325  -0.8508
H2 -1.694 0.845 6.407  0.5246
N2 -3.902 -0.070 -3.061  0.0417
H3 -2.599 -2.725 3.057  -0.1435
H4 0.988 -2.145 3.538  0.5190
N3 0.680 2.175 0.128  0.1305
O1 -1.712 2.712 4.505  -0.5266
C4 -1.389 -2.596 -3.133  -0.8828
H5 -1.784 -0.948 -5.347  0.4189
N4 -2.310 -1.517 -3.355  0.1928
C5 -3.992 -0.455 3.610  -0.0777
H6 5.163 -5.341 -0.136  0.4474
C6 2.339 -3.513 0.176  0.8145
N5 -3.372 -0.314 2.301  0.2594
C7 -1.130 0.163 5.789  -0.3819
H7 -4.841 0.234 3.675  0.2502
C8 -0.108 3.252 0.071  0.1234
C9 -0.233 -0.392 3.614  0.9149
H8 3.890 1.171 -0.008  0.4950
H9 -0.501 -2.241 -2.604  0.2439
H10 2.166 5.734 -0.057  0.4760
H11 -0.303 5.367 -0.043  0.4208
H12 -0.611 -4.990 0.340  0.2985
H13 -2.808 -2.815 4.808  0.2313
C10 -4.472 -1.894 3.775  -0.8888
C11 3.188 -6.156 -0.023  -0.4673
C12 -1.003 0.441 4.426  -0.5316
C13 2.594 3.649 0.018  -1.1147
H14 1.117 -6.695 0.121  0.4541
C14 1.765 4.737 -0.014  -0.1664
S1 -3.472 -1.671 -0.915  -0.4685
C15 1.839 -2.161 0.234  0.4325
C16 2.817 1.180 0.101  -0.5125
C17 -1.613 1.679 3.916  0.4270
H15 3.519 -7.176 -0.114  0.4428
C18 0.367 -1.513 4.155  -0.5103
H16 -3.282 -0.199 4.398  0.1208
C19 -3.322 -2.891 3.854  -0.4769
C20 -0.549 -0.974 6.318  -0.7297
H17 -5.132 -2.152 2.945  0.4109
Pt1 0.185 0.206 0.261  0.4029
C21 -3.407 0.131 -4.315  -0.6112
N6 2.136 0.046 0.227  0.6439
H18 -1.871 -3.380 -2.546  0.3364
H19 -3.736 -0.960 1.606  0.0456
H20 -0.047 -0.128 2.564  0.0332
H21 3.666 3.754 -0.012  0.4502
N7 -2.034 1.619 2.545  0.0854
H22 -1.176 3.073 0.046  0.7605
C22 -3.228 -1.078 -2.470  -0.0222
C23 0.188 -1.815 5.498  -0.6976
C24 0.378 4.536 0.003  -1.1234
H23 -1.089 -3.000 -4.097  0.3728
C25 -2.415 -0.779 -4.499  -0.1957
N8 0.060 -4.235 0.296  0.1664
C26 1.414 -4.572 0.197  0.1217
H24 -4.665 0.439 -2.640  0.2149
H25 -3.699 -3.904 3.757  0.4054
H26 -1.898 2.504 2.063  0.2359
H27 -5.060 -1.959 4.690  0.3916
C27 1.834 -5.889 0.103  -0.9627
H28 4.408 -2.998 0.058  0.5164
C28 3.699 -3.808 0.067  -0.3550
S2 -2.188 0.562 0.132  -0.6030
N9 0.441 -1.932 0.282  -0.0088
H29 -0.658 -1.194 7.368  0.4319
H30 -3.787 0.872 -4.988  0.4366
H31 0.648 -2.698 5.913  0.4475
C29 4.112 -5.122 -0.038  -0.8398

The following is a DFT calculation (ωB97M-V with the def2-TZVPD basis set) of C2H4Cl4F12P2V as an isolated structure.

Properties
charge	-1
relative energy (zero: lowest compared OMol25 entry of this formula, charge and spin)	14.7	kcal/mol
E_HOMO (alpha / beta)	-0.096 / -0.301	Ha
spin multiplicity	5
LUMO energy (alpha / beta)	2.56 / 2.54	eV
HOMO-LUMO gap (alpha / beta)	0.1898 / 0.3947	hartree

Each line ends with the Löwdin spin population.
Atoms and positions in Å:
F1 -1.974 0.372 0.738  0.0250
C1 -1.403 -2.738 -1.421  0.0587
F2 -1.764 1.795 -0.795  0.0326
F3 2.782 0.586 -3.064  0.0019
H1 1.753 -2.220 3.515  0.0038
F4 2.581 2.918 -2.267  0.0018
F5 0.920 1.474 -2.014  0.0415
F6 -0.836 2.220 1.221  0.0458
F7 2.134 2.093 -0.230  0.0334
F8 -2.460 3.567 0.726  0.0016
F9 -2.927 2.023 2.277  0.0008
H2 -0.698 -3.259 -2.069  0.0020
Cl1 -1.593 -3.482 0.119  0.0072
Cl2 -0.681 -1.161 -1.211  0.0878
Cl3 0.709 -0.713 1.998  0.1044
F10 2.207 0.045 -0.861  0.0285
P1 2.490 1.408 -1.650  0.0085
F11 4.093 1.322 -1.195  0.0012
P2 -2.338 1.923 0.753  0.0078
Cl4 1.943 -3.225 1.384  0.0030
F12 -3.870 1.892 0.330  0.0011
H3 -2.426 -2.644 -1.785  0.0023
H4 0.135 -2.888 2.925  0.0028
C2 1.027 -2.301 2.706  0.0648
V1 0.199 0.994 -0.130  3.4316

The following is a DFT calculation (ωB97M-V with the def2-TZVPD basis set) of a 2-piece molecular cluster, C2H8NOS overall.

Properties
charge	-1
relative energy (zero: lowest compared OMol25 entry of this formula, charge and spin)	4.0	kcal/mol
E_HOMO	-0.098	Ha
LUMO energy	4.11	eV
HOMO-LUMO gap	0.2490	hartree

Each line ends with the Mulliken charge.
Atoms and positions in Å:
O1 -1.737 -1.050 -2.745  -0.6516
H1 -0.913 -0.585 -2.941  0.3045
C1 0.584 0.935 0.953  -0.7363
H2 1.086 -0.343 2.455  0.2938
H3 -1.576 -1.300 -1.822  0.2681
H4 0.424 -0.334 -0.776  0.2588
S1 -1.265 -1.148 0.711  -0.6717
N1 1.544 0.158 1.712  -0.6233
H5 1.966 -0.479 1.057  0.2295
H6 1.111 1.797 0.526  0.3165
C2 -0.231 0.158 -0.065  -0.6375
H7 -0.162 1.368 1.624  0.3065
H8 -0.832 0.823 -0.688  0.3427

It is found that the strongest force on any atom values, taken in the order of the records, are 4.48, 3.37, 4.51, 0.93 eV/Å.